(P)
Here is a cluster of 2 separate species, C3H11NOS in total from OMol25. Energies are from wB97M-V/def2-TZVPD.

**SMILES string**: CSC.NCO
**LUMO**: 0.853 eV
**Molar mass**: 109.2 g mol⁻¹
**Orbital gap**: 9.12 eV
**HOMO level**: -8.2696 eV

The geometry in ORCA input format:
```
! wB97M-V def2-TZVPD RIJCOSX def2/J DEFGRID3
* xyz 0 1
C -4.882 0.922 -0.551
O -3.806 0.109 -0.262
H 5.443 -0.625 2.797
H 4.775 0.768 2.077
C 3.462 -1.200 -0.388
H -5.839 0.405 -0.444
H -4.021 -0.752 0.110
H 3.349 -2.225 -0.231
C 4.771 -0.363 1.950
H -4.065 0.734 -2.441
H 3.462 -1.188 -1.472
H 2.763 -0.732 0.389
H -4.976 1.680 0.249
H 3.752 -0.661 2.136
H -4.590 2.445 -2.189
N -4.689 1.350 -1.947
S 5.088 -0.664 0.216
*
```

Results of the Löwdin charge analysis, in e, for atoms 1 through 6:
1. C -0.39
2. O -0.07
3. H 0.05
4. H 0.04
5. C -0.42
6. H 0.10

---

(Q)
Here is a cluster of 2 separate species, C3H11NOS in total from OMol25. Energies are from wB97M-V/def2-TZVPD.

**SMILES string**: C[C@H](N)CS.O
**LUMO**: 0.712 eV
**Molar mass**: 109.2 g mol⁻¹
**Orbital gap**: 9.50 eV
**HOMO level**: -8.7846 eV

The geometry in ORCA input format:
```
! wB97M-V def2-TZVPD RIJCOSX def2/J DEFGRID3
* xyz 0 1
H -1.327 2.699 -0.573
H -1.545 2.000 1.094
H -0.541 -1.188 0.839
N -0.911 -0.249 0.976
H -0.012 2.660 0.562
H 1.482 1.367 -0.766
H 0.177 -3.172 -0.453
H 0.554 -0.520 -2.437
H 1.657 0.094 0.533
H -0.112 -3.582 0.923
C -0.881 2.065 0.229
H -0.462 0.069 1.829
S 1.618 -0.761 -1.689
C 1.121 0.426 -0.352
O 0.453 -2.957 0.445
H -0.860 0.452 -1.077
C -0.412 0.597 -0.082
*
```

Results of the Löwdin charge analysis, in e, for atoms 1 through 6:
1. H 0.08
2. H 0.06
3. H 0.03
4. N 0.02
5. H 0.07
6. H 0.05

---

Calculated relative energies: (P) 146.8; (Q) 0.0, given in kJ/mol

---

(P)
Here is a structure of composition CH3IOS2 from OMol25. Energies are from wB97M-V/def2-TZVPD.

**LUMO (alpha / beta)**: -1.517 / -1.516 eV
**Molar mass**: 222.1 g mol⁻¹
**Orbital gap (alpha / beta)**: 7.64 / 7.64 eV
**HOMO level (alpha / beta)**: -9.1601 / -9.1601 eV

The geometry in ORCA input format:
```
! wB97M-V def2-TZVPD RIJCOSX def2/J DEFGRID3
* xyz 0 1
I -2.256 0.090 -0.321
S 0.755 1.092 1.025
H -0.211 0.403 -1.722
S 2.114 0.235 2.135
H 0.252 -1.158 -0.879
H -0.367 1.148 1.800
O 1.039 2.435 0.595
C -0.258 -0.120 -0.826
*
```

Results of the Löwdin charge analysis, in e, for atoms 1 through 6:
1. I 0.80
2. S 0.23
3. H -0.07
4. S 0.19
5. H 0.05
6. H -0.03

---

(Q)
Here is an isolated molecule of CH3IOS2 from OMol25. Energies are from wB97M-V/def2-TZVPD.

**SMILES string**: SSOCI
**LUMO**: 0.243 eV
**Molar mass**: 222.1 g mol⁻¹
**Orbital gap**: 9.32 eV
**HOMO level**: -9.0735 eV

The geometry in ORCA input format:
```
! wB97M-V def2-TZVPD RIJCOSX def2/J DEFGRID3
* xyz 0 1
H 1.115 2.060 -0.473
O 0.501 -0.900 0.556
S 1.062 0.467 1.249
H -0.560 -0.725 -1.231
H -1.253 -1.956 -0.247
C -0.791 -0.838 -0.261
S 2.220 1.451 -0.116
I -2.294 0.440 0.524
*
```

Results of the Löwdin charge analysis, in e, for atoms 1 through 6:
1. H -0.23
2. O -0.71
3. S 0.40
4. H -0.01
5. H 0.10
6. C -0.68

---

Calculated relative energies: (P) 185.0; (Q) 0.0, given in kJ/mol

---

(P)
Here is an isolated molecule of CH3IOS2 from OMol25. Energies are from wB97M-V/def2-TZVPD.

**SMILES string**: OCSSI
**LUMO**: -0.412 eV
**Molar mass**: 222.1 g mol⁻¹
**Orbital gap**: 8.28 eV
**HOMO level**: -8.6946 eV

The geometry in ORCA input format:
```
! wB97M-V def2-TZVPD RIJCOSX def2/J DEFGRID3
* xyz 0 1
C -0.613 -0.681 0.193
I -3.897 -2.106 -1.049
H -0.853 -1.089 1.171
H -1.335 0.018 -0.140
O 0.584 -0.029 0.278
H 0.720 0.601 -0.414
S -1.817 -3.092 -0.824
S -0.485 -1.705 -1.398
*
```

Results of the Löwdin charge analysis, in e, for atoms 1 through 6:
1. C -0.58
2. I 0.35
3. H 0.10
4. H 0.04
5. O -0.12
6. H 0.08

---

(Q)
Here is a cluster of 2 separate species, CH3IOS2 in total from OMol25. Energies are from wB97M-V/def2-TZVPD.

**LUMO (alpha / beta)**: -2.661 / -2.662 eV
**Molar mass**: 222.1 g mol⁻¹
**Orbital gap (alpha / beta)**: 5.98 / 6.00 eV
**HOMO level (alpha / beta)**: -8.6377 / -8.6620 eV

The geometry in ORCA input format:
```
! wB97M-V def2-TZVPD RIJCOSX def2/J DEFGRID3
* xyz 0 1
O -3.015 -1.953 -1.875
C 0.301 0.873 -1.548
I -2.620 0.633 -3.737
S -2.134 -1.549 -2.950
H 0.031 0.997 -0.428
H 1.079 1.497 -1.773
S 0.552 -0.871 -1.554
H -0.531 1.202 -2.161
*
```

Results of the Löwdin charge analysis, in e, for atoms 1 through 6:
1. O -0.63
2. C -0.64
3. I 0.54
4. S 0.31
5. H 0.05
6. H -0.02

---

(R)
Here is an isolated molecule of CH3IOS2 from OMol25. Energies are from wB97M-V/def2-TZVPD.

**LUMO**: -1.411 eV
**Molar mass**: 222.1 g mol⁻¹
**Orbital gap**: 8.26 eV
**HOMO level**: -9.6728 eV

The geometry in ORCA input format:
```
! wB97M-V def2-TZVPD RIJCOSX def2/J DEFGRID3
* xyz 0 1
S 0.000 0.104 -1.870
H -0.833 -0.251 1.602
H 0.791 -0.233 0.811
I -1.050 -2.092 -1.760
C -0.057 0.361 1.149
O 1.655 -0.214 -1.479
S -0.782 1.194 -0.293
H 0.276 1.130 1.840
*
```

Results of the Löwdin charge analysis, in e, for atoms 1 through 6:
1. S 0.13
2. H 0.03
3. H 0.02
4. I 0.43
5. C -0.43
6. O -0.69

---

(S)
Here is an isolated molecule of CH3IOS2 from OMol25. Energies are from wB97M-V/def2-TZVPD.

**LUMO (alpha / beta)**: -1.942 / -1.942 eV
**Molar mass**: 222.1 g mol⁻¹
**Orbital gap (alpha / beta)**: 7.12 / 7.12 eV
**HOMO level (alpha / beta)**: -9.0633 / -9.0624 eV

The geometry in ORCA input format:
```
! wB97M-V def2-TZVPD RIJCOSX def2/J DEFGRID3
* xyz 0 1
H -0.725 1.211 0.324
S 2.284 -2.054 -1.132
I 2.748 0.849 1.075
H -2.044 0.485 -0.729
C -1.358 0.349 0.146
H -1.976 0.161 1.020
S 1.385 -0.339 -0.686
O -0.314 -0.662 -0.019
*
```

Results of the Löwdin charge analysis, in e, for atoms 1 through 6:
1. H 0.05
2. S 0.10
3. I 0.34
4. H 0.09
5. C -0.14
6. H 0.08

---

Calculated relative energies: (P) 0.0; (Q) 224.2; (R) 103.2; (S) 152.1, given in kJ/mol

---

(P)
Here is an isolated molecule of C2H4OS from OMol25. Energies are from wB97M-V/def2-TZVPD.

**SMILES string**: COC=S
**LUMO (alpha / beta)**: -0.582 / -0.581 eV
**Molar mass**: 76.1 g mol⁻¹
**Orbital gap (alpha / beta)**: 7.68 / 7.68 eV
**HOMO level (alpha / beta)**: -8.2644 / -8.2646 eV

The geometry in ORCA input format:
```
! wB97M-V def2-TZVPD RIJCOSX def2/J DEFGRID3
* xyz 0 1
H 1.590 -1.036 -0.627
C 1.038 -0.380 0.102
H -0.769 1.344 -0.616
H 1.494 -0.821 1.071
O -0.312 -0.500 0.176
S -3.138 0.151 -0.008
C -1.086 0.459 -0.094
H 1.184 0.782 -0.005
*
```

Results of the Löwdin charge analysis, in e, for atoms 1 through 6:
1. H 0.11
2. C -0.10
3. H 0.06
4. H 0.13
5. O -0.15
6. S 0.23

---

(Q)
Here is a structure of composition C2H4OS from OMol25. Energies are from wB97M-V/def2-TZVPD.

**LUMO (alpha / beta)**: -0.392 / -1.057 eV
**Molar mass**: 76.1 g mol⁻¹
**Orbital gap (alpha / beta)**: 7.97 / 7.16 eV
**HOMO level (alpha / beta)**: -8.3665 / -8.2122 eV

The geometry in ORCA input format:
```
! wB97M-V def2-TZVPD RIJCOSX def2/J DEFGRID3
* xyz 0 1
C 0.158 -0.575 0.327
H -0.223 0.753 -1.088
S -2.174 -0.039 0.071
O 1.360 -0.914 -0.176
H 1.751 -0.422 -0.944
H 0.142 -0.981 1.415
C -0.534 0.655 -0.071
H -0.480 1.524 0.466
*
```

Results of the Löwdin charge analysis, in e, for atoms 1 through 6:
1. C -0.29
2. H 0.06
3. S 0.54
4. O 0.03
5. H 0.15
6. H 0.15

---

Calculated relative energies: (P) 69.5; (Q) 0.0, given in kJ/mol

---

(P)
Here is an isolated molecule of C2H4OS from OMol25. Energies are from wB97M-V/def2-TZVPD.

**SMILES string**: C=COS
**LUMO**: 0.671 eV
**Molar mass**: 76.1 g mol⁻¹
**Orbital gap**: 10.06 eV
**HOMO level**: -9.3881 eV

The geometry in ORCA input format:
```
! wB97M-V def2-TZVPD RIJCOSX def2/J DEFGRID3
* xyz 0 1
O -0.434 0.425 -0.797
H 0.785 0.190 2.137
H 0.921 1.548 1.101
S 0.014 -0.498 -2.108
H -0.414 -1.181 0.658
H -1.208 -0.883 -2.636
C -0.203 -0.144 0.435
C 0.538 0.545 1.209
*
```

Results of the Löwdin charge analysis, in e, for atoms 1 through 6:
1. O -0.57
2. H 0.03
3. H 0.08
4. S 0.79
5. H 0.11
6. H -0.12

---

(Q)
Here is a cluster of 2 separate species, C2H4OS in total from OMol25. Energies are from wB97M-V/def2-TZVPD.

**LUMO**: 0.541 eV
**Molar mass**: 76.1 g mol⁻¹
**Orbital gap**: 10.45 eV
**HOMO level**: -9.9126 eV

The geometry in ORCA input format:
```
! wB97M-V def2-TZVPD RIJCOSX def2/J DEFGRID3
* xyz 0 1
H 0.824 0.327 0.860
H 1.965 -1.145 0.266
H -1.145 0.115 -1.960
C -1.570 0.370 0.220
H -1.703 0.746 1.206
S 1.885 0.342 -0.099
C -1.331 0.480 -0.986
O 1.132 0.333 -1.304
*
```

Results of the Löwdin charge analysis, in e, for atoms 1 through 6:
1. H -0.07
2. H 0.01
3. H 0.02
4. C -0.02
5. H 0.01
6. S 0.77

---

(R)
Here is a cluster of 2 separate species, C2H4OS in total from OMol25. Energies are from wB97M-V/def2-TZVPD.

**LUMO**: -0.121 eV
**Molar mass**: 76.1 g mol⁻¹
**Orbital gap**: 10.00 eV
**HOMO level**: -10.1255 eV

The geometry in ORCA input format:
```
! wB97M-V def2-TZVPD RIJCOSX def2/J DEFGRID3
* xyz 0 1
S -2.759 0.836 -3.072
O -0.201 -0.476 -0.749
C -2.790 1.855 -1.905
H -0.638 -0.052 1.145
H -1.578 0.975 -0.164
H 0.164 1.325 0.207
C -0.655 0.422 0.186
H -0.618 -1.403 -0.477
*
```

Results of the Löwdin charge analysis, in e, for atoms 1 through 6:
1. S 0.63
2. O -0.18
3. C -0.55
4. H 0.06
5. H 0.00
6. H 0.13

---

Calculated relative energies: (P) 0.0; (Q) 239.4; (R) 104.2, given in kJ/mol

---

(P)
Here is an isolated molecule of C2H4OS from OMol25. Energies are from wB97M-V/def2-TZVPD.

**SMILES string**: C[C@@H]1OS1
**LUMO**: 0.348 eV
**Molar mass**: 76.1 g mol⁻¹
**Orbital gap**: 9.19 eV
**HOMO level**: -8.8369 eV

The geometry in ORCA input format:
```
! wB97M-V def2-TZVPD RIJCOSX def2/J DEFGRID3
* xyz 0 1
H -1.219 0.368 0.207
H 1.667 0.550 0.007
O 0.700 1.464 1.594
H -0.131 -0.737 -0.921
C 0.728 0.890 0.328
C -0.347 -0.130 0.066
H -0.245 -0.983 0.751
S 0.524 2.739 0.468
*
```

Results of the Löwdin charge analysis, in e, for atoms 1 through 6:
1. H 0.03
2. H 0.08
3. O -0.47
4. H 0.13
5. C -0.63
6. C -0.07

---

(Q)
Here is an isolated molecule of C2H4OS from OMol25. Energies are from wB97M-V/def2-TZVPD.

**SMILES string**: C[C@@H]1OS1
**LUMO**: 0.394 eV
**Molar mass**: 76.1 g mol⁻¹
**Orbital gap**: 9.21 eV
**HOMO level**: -8.8184 eV

The geometry in ORCA input format:
```
! wB97M-V def2-TZVPD RIJCOSX def2/J DEFGRID3
* xyz 0 1
C 0.734 0.198 -0.405
H -0.004 -0.288 1.620
O -1.437 -0.995 -0.151
C -0.505 -0.168 0.403
H 1.163 1.002 0.274
H 1.424 -0.656 -0.282
S -2.032 0.555 -0.015
H 0.657 0.354 -1.444
*
```

Results of the Löwdin charge analysis, in e, for atoms 1 through 6:
1. C -0.12
2. H 0.20
3. O -0.42
4. C -0.77
5. H 0.10
6. H 0.08

---

Calculated relative energies: (P) 0.0; (Q) 45.6, given in kJ/mol